--- one ---
Molecular formula: C24H21BClCsN10O6
Method: DFT, wB97M-V/def2-TZVPD

Properties
spin multiplicity: 2
gap between HOMO and LUMO (alpha / beta): 6.75 / 6.99 eV
net charge: -1
LUMO energy (alpha / beta): 0.0498 / 0.0202 hartree
⟨S²⟩: 0.77
E_HOMO (alpha / beta): -5.3990 / -6.4408 eV

CARTESIAN COORDINATES (ANGSTROEM)
Cs (-0.7214, -0.4193, 0.0873)
C (0.6519, 2.8486, 4.0257)
C (0.5267, 2.6503, 2.6356)
N (0.6681, 1.3739, 2.3131)
N (0.8905, 0.7250, 3.4752)
C (0.8797, 1.5858, 4.5191)
B (1.0721, -0.7986, 3.5326)
N (2.2000, -1.2331, 2.5456)
C (2.7653, -2.4640, 2.4750)
C (3.8041, -2.4089, 1.5770)
C (3.8007, -1.0682, 1.1406)
N (2.8416, -0.3701, 1.7263)
N (-0.2778, -1.4885, 3.2091)
C (-0.6082, -2.7954, 3.3328)
C (-1.9072, -2.9513, 2.9041)
C (-2.3006, -1.6521, 2.5321)
N (-1.3180, -0.7834, 2.7182)
N (1.5433, -1.2044, 4.9471)
C (2.7865, -0.9800, 5.4330)
C (2.8127, -1.4081, 6.7377)
C (1.5075, -1.8929, 6.9610)
N (0.7473, -1.7678, 5.8841)
H (0.5820, 3.7684, 4.5836)
H (0.3283, 3.3854, 1.8680)
H (1.0254, 1.2422, 5.5308)
H (2.4112, -3.2803, 3.0866)
H (4.4574, -3.2125, 1.2758)
H (4.4484, -0.5905, 0.4200)
H (0.0764, -3.5101, 3.7580)
H (-2.4919, -3.8559, 2.8817)
H (-3.2561, -1.3144, 2.1532)
H (3.5514, -0.5365, 4.8127)
H (3.6440, -1.3771, 7.4233)
H (1.0932, -2.3306, 7.8573)
O (-4.6091, -4.3095, -3.4254)
C (-3.8491, -3.6145, -2.8001)
C (-4.2066, -2.6964, -1.6418)
O (-5.1943, -2.7497, -0.9470)
C (-3.0537, -1.7383, -1.4979)
C (-1.8528, -2.4566, -2.0370)
O (-0.6937, -2.3142, -1.6618)
C (-2.3529, -3.4728, -3.0258)
O (-1.6879, -4.0760, -3.8358)
O (-3.0940, -0.5840, -1.0876)
C (5.1908, -3.6627, -3.8394)
C (4.1580, -2.8774, -3.0765)
C (3.3237, -3.4768, -2.1460)
C (2.3796, -2.7089, -1.4793)
N (2.2235, -1.4028, -1.6724)
C (3.0239, -0.8274, -2.5710)
C (3.9927, -1.5121, -3.2866)
H (5.2623, -4.6857, -3.4707)
H (6.1740, -3.1962, -3.7547)
H (4.9364, -3.7022, -4.9007)
H (3.4022, -4.5381, -1.9393)
H (1.7135, -3.1690, -0.7582)
H (2.8915, 0.2376, -2.7190)
H (4.6113, -0.9852, -4.0056)
Cl (1.0771, 2.2890, -2.9043)
C (0.7267, 2.8891, -1.2752)
H (1.2290, 3.8398, -1.1285)
H (1.0860, 2.1667, -0.5393)
O (-1.0741, 3.7737, -0.2917)
N (-0.7512, 2.9989, -1.1346)

Mulliken population analysis, charges in e, atoms 1 to 6: 1.3346 -1.1966 -0.0751 -0.2021 0.3277 -0.2746

***

--- two ---
Molecular formula: C24H21BClCsN10O6
Method: DFT, wB97M-V/def2-TZVPD

Properties
spin multiplicity: 2
gap between HOMO and LUMO (alpha / beta): 7.36 / 7.49 eV
net charge: -1
LUMO energy (alpha / beta): 0.0655 / 0.0701 hartree
⟨S²⟩: 0.75
E_HOMO (alpha / beta): -5.5794 / -5.5793 eV

CARTESIAN COORDINATES (ANGSTROEM)
Cs (-1.0143, -0.5333, 0.0466)
C (1.2448, -4.8815, -0.4054)
C (0.1158, -4.0444, -0.4311)
N (0.4446, -2.7893, -0.1601)
N (1.7755, -2.7889, 0.0607)
C (2.2824, -4.0340, -0.0865)
B (2.5855, -1.4951, 0.3032)
N (2.6516, -0.6623, -0.9996)
C (3.3848, -0.8910, -2.1139)
C (3.0728, 0.0827, -3.0343)
C (2.1114, 0.8757, -2.3815)
N (1.8529, 0.4194, -1.1655)
N (1.9728, -0.5841, 1.3965)
C (2.5308, 0.6018, 1.7303)
C (1.7715, 1.1651, 2.7276)
C (0.7376, 0.2305, 2.9343)
N (0.8714, -0.8202, 2.1363)
N (3.9925, -1.9098, 0.8027)
C (4.2376, -2.3737, 2.0497)
C (5.5734, -2.6875, 2.1294)
C (6.0721, -2.3734, 0.8504)
N (5.1185, -1.9080, 0.0576)
H (1.2999, -5.9408, -0.5925)
H (-0.9131, -4.3077, -0.6316)
H (3.3367, -4.2317, 0.0292)
H (4.0821, -1.7087, -2.1636)
H (3.4765, 0.2048, -4.0261)
H (1.6060, 1.7605, -2.7405)
H (3.4241, 0.9546, 1.2392)
H (1.9415, 2.1041, 3.2287)
H (-0.0765, 0.2719, 3.6438)
H (3.4469, -2.4454, 2.7815)
H (6.1097, -3.0777, 2.9785)
H (7.0820, -2.4599, 0.4764)
O (-6.1914, -2.2833, -3.6620)
C (-5.1020, -2.0281, -3.2269)
C (-4.7036, -1.8083, -1.7757)
O (-5.0700, -2.4196, -0.8051)
C (-3.6051, -0.7707, -1.8210)
C (-3.0898, -0.8233, -3.1304)
O (-1.9525, -0.2086, -3.5811)
C (-3.8427, -1.6729, -4.0219)
O (-3.5820, -2.0468, -5.1469)
O (-3.2346, -0.0994, -0.8368)
C (-3.4494, 5.7001, 3.0106)
C (-2.8028, 4.7381, 2.0520)
C (-3.4054, 4.3839, 0.8526)
C (-2.7798, 3.4671, 0.0189)
N (-1.6109, 2.9006, 0.3075)
C (-1.0235, 3.2491, 1.4530)
C (-1.5757, 4.1517, 2.3453)
H (-4.3031, 6.2002, 2.5540)
H (-2.7380, 6.4586, 3.3404)
H (-3.8027, 5.1721, 3.8993)
H (-4.3627, 4.8061, 0.5703)
H (-3.2451, 3.1620, -0.9135)
H (-0.0725, 2.7722, 1.6646)
H (-1.0594, 4.3893, 3.2692)
Cl (-2.7827, 2.2986, -3.9155)
C (-1.6931, 1.0774, -3.1278)
H (-1.8500, 1.2085, -2.0628)
H (-0.6838, 1.3290, -3.4246)
O (-2.1419, -1.8548, 2.2937)
N (-2.4454, -1.1713, 3.1504)

Mulliken population analysis, charges in e, atoms 1 to 6: 1.5323 -1.1456 -0.3971 -0.7111 0.7581 -0.3094

***

Stability check: which of them is most stable? two.

***

--- one ---
Molecular formula: C5H11N2S
Method: DFT, wB97M-V/def2-TZVPD

Properties
gap between HOMO and LUMO: 9.26 eV
net charge: +1
LUMO energy: -0.1156 hartree
E_HOMO: -12.4010 eV

CARTESIAN COORDINATES (ANGSTROEM)
C (-0.0124, -1.0071, -1.9734)
C (0.2105, -0.6068, -0.7500)
C (-1.8785, 0.1461, 0.0052)
C (1.0466, -0.7392, 1.5065)
C (1.7702, 0.9819, -0.1485)
N (-1.7343, 1.4071, 0.1606)
N (0.9913, -0.2300, 0.1312)
S (-3.3449, -0.7405, 0.1416)
H (0.7461, -1.5591, -2.4693)
H (-0.8905, -0.8124, -2.5692)
H (0.7901, -1.7994, 1.4953)
H (2.1300, -0.4816, 1.8888)
H (0.3996, -0.0309, 2.1276)
H (1.5387, 1.2383, -1.0991)
H (1.3583, 1.8216, 0.4770)
H (2.8243, 0.7109, -0.0013)
H (-0.7503, 1.7761, 0.1622)
H (-2.3820, 1.9131, 0.7237)
H (-2.8128, -1.9881, 0.1912)

Mulliken population analysis, charges in e, atoms 1 to 6: -0.7645 0.5896 0.0232 -0.6989 -1.0434 -0.2569

***

--- two ---
Molecular formula: C5H11N2S
Method: DFT, wB97M-V/def2-TZVPD

Properties
gap between HOMO and LUMO: 7.49 eV
net charge: +1
LUMO energy: -0.1825 hartree
E_HOMO: -12.4585 eV

CARTESIAN COORDINATES (ANGSTROEM)
C (0.5762, -3.2788, -0.4995)
C (0.0205, -2.8207, -1.6111)
C (-1.1472, 0.2733, 0.8108)
C (-0.4029, 0.4039, -0.4544)
C (0.9623, 1.4548, 1.3411)
N (0.3602, 0.2508, 0.6714)
N (-0.5660, 1.5214, -1.4112)
S (0.1968, -1.2427, -2.2630)
H (0.2083, -4.1046, -0.0805)
H (1.3876, -2.7395, -0.0535)
H (-0.8004, -3.4593, -1.9909)
H (-1.7092, 1.1391, 1.1396)
H (-1.5405, -0.7341, 1.0084)
H (0.3946, 1.8818, 2.2477)
H (1.8019, 1.0258, 1.8335)
H (1.1058, 2.3204, 0.7786)
H (0.3123, 1.6621, -1.7719)
H (-0.7836, 2.4971, -1.0090)
H (-1.2649, 1.0587, -2.0269)

Mulliken population analysis, charges in e, atoms 1 to 6: -0.5317 -0.1036 -0.4982 -0.1038 -0.9270 -0.0817

***

Stability check: which of them is most stable? one.

***

--- one ---
Molecular formula: C5H11N2S
Method: DFT, wB97M-V/def2-TZVPD

Properties
gap between HOMO and LUMO: 9.12 eV
net charge: +1
LUMO energy: -0.1248 hartree
E_HOMO: -12.5162 eV

CARTESIAN COORDINATES (ANGSTROEM)
C (-1.9302, 0.2467, 0.1323)
C (-0.2648, 1.9066, -0.4094)
C (-0.1723, -0.5076, 0.0771)
C (0.1401, -1.0092, -1.3167)
C (-0.1289, -1.5233, 1.1315)
N (-1.5854, 1.4610, -0.1835)
N (0.6475, 0.8927, 0.4077)
S (-3.2650, -0.4859, 0.5632)
H (-0.0891, 1.8327, -1.4948)
H (0.0146, 2.9950, -0.0499)
H (1.0228, -1.5876, -1.0456)
H (0.3515, -0.3574, -2.1159)
H (-0.5727, -1.7238, -1.6667)
H (0.6732, -2.2839, 1.0005)
H (-1.2229, -1.9861, 0.9223)
H (-0.0058, -1.1179, 2.2141)
H (-2.2360, 2.2473, -0.0160)
H (1.5920, 0.9659, 0.0164)
H (0.6344, 1.0526, 1.4017)

Mulliken population analysis, charges in e, atoms 1 to 6: 0.2276 -0.4401 0.4147 -1.3171 -0.9757 -0.1230

***

--- two ---
Molecular formula: C5H11N2S
Method: DFT, wB97M-V/def2-TZVPD

Properties
gap between HOMO and LUMO: 9.64 eV
net charge: +1
LUMO energy: -0.1212 hartree
SMILES: C=CS[C@@]1([NH3+])CN1C
E_HOMO: -12.9403 eV

CARTESIAN COORDINATES (ANGSTROEM)
C (3.9459, -0.0934, -0.3501)
C (2.6450, -0.1172, -0.5382)
C (-0.5871, 0.0011, -1.2757)
C (-0.0500, -0.3667, 0.1150)
C (-2.5049, -1.2560, 0.1495)
N (-1.1498, -1.0159, -0.3968)
N (-0.5160, 0.7543, 1.2852)
S (1.4657, -1.0900, 0.5148)
H (4.5659, 0.3177, -1.0825)
H (4.2502, -0.4839, 0.6152)
H (2.0353, 0.0741, -1.3614)
H (-1.1668, 0.8846, -1.5047)
H (-0.1439, -0.3074, -2.0916)
H (-3.0707, -2.0130, -0.6001)
H (-2.2305, -1.8682, 0.9486)
H (-2.9799, -0.2759, 0.1859)
H (-0.6333, 1.6519, 0.8652)
H (0.2502, 0.6798, 1.9657)
H (-1.3152, 0.4043, 1.7742)

Mulliken population analysis, charges in e, atoms 1 to 6: -0.5783 -0.1070 -0.7850 0.4543 -1.0207 -0.0835

***

Stability check: which of them is most stable? one.

***

--- one ---
Molecular formula: C25H24BBrCrF6N3O8S4
Method: DFT, wB97M-V/def2-TZVPD

Properties
spin multiplicity: 5
gap between HOMO and LUMO (alpha / beta): 7.83 / 8.84 eV
net charge: -1
LUMO energy (alpha / beta): 0.0738 / 0.0738 hartree
⟨S²⟩: 6.01
E_HOMO (alpha / beta): -5.8199 / -6.8381 eV

CARTESIAN COORDINATES (ANGSTROEM)
Cr (-0.3300, 0.8791, 0.3358)
F (2.1811, 2.8344, 1.3930)
C (2.7561, 2.0440, 2.2987)
F (3.1948, 2.7995, 3.3082)
F (3.8068, 1.4508, 1.7307)
S (1.5873, 0.7534, 2.9200)
O (1.1551, 0.1042, 1.6937)
O (2.3899, -0.0312, 3.7994)
N (0.4917, 1.5316, 3.7125)
S (-0.8079, 2.2182, 3.1435)
O (-0.7640, 2.3966, 1.6862)
O (-2.0333, 1.9765, 3.8123)
C (-0.4163, 3.9432, 3.6871)
F (-0.2194, 3.9844, 5.0064)
F (-1.4464, 4.7423, 3.3905)
F (0.6701, 4.4258, 3.0863)
O (1.9523, 0.9171, -0.9661)
S (2.9505, 1.2657, -2.0151)
C (2.5160, 0.3040, -3.5337)
C (1.1513, -0.3734, -3.4464)
C (1.2237, -1.7957, -2.8910)
C (-0.1524, -2.4491, -2.7693)
S (-1.0787, -1.8563, -1.2941)
O (-0.1317, -0.8024, -0.7829)
C (-0.8077, -3.2272, -0.1860)
C (-1.6243, -4.3436, -0.2944)
C (-1.4899, -5.3671, 0.6298)
C (-0.5548, -5.2598, 1.6519)
C (0.2483, -4.1342, 1.7485)
C (0.1261, -3.1014, 0.8276)
C (2.5167, 2.8844, -2.6480)
C (3.4438, 3.5801, -3.4125)
C (3.1140, 4.8376, -3.8920)
C (1.8703, 5.3870, -3.6023)
C (0.9573, 4.6848, -2.8307)
C (1.2837, 3.4283, -2.3394)
H (3.3213, -0.4217, -3.6649)
H (2.5559, 1.0163, -4.3564)
H (0.7210, -0.4045, -4.4513)
H (0.4862, 0.2350, -2.8322)
H (1.7188, -1.7929, -1.9187)
H (1.8276, -2.4109, -3.5664)
H (-0.0874, -3.5337, -2.6829)
H (-0.7741, -2.2046, -3.6322)
H (-2.3758, -4.4019, -1.0732)
H (-2.1343, -6.2342, 0.5703)
H (-0.4669, -6.0502, 2.3862)
H (0.9609, -4.0407, 2.5582)
H (0.7153, -2.1971, 0.9149)
H (4.4151, 3.1479, -3.6252)
H (3.8287, 5.3925, -4.4863)
H (1.6166, 6.3711, -3.9751)
H (-0.0161, 5.1028, -2.6108)
H (0.5840, 2.8744, -1.7323)
B (-2.6937, 2.8883, -3.2953)
C (-2.0110, 2.2230, -2.0284)
N (-1.4431, 1.7808, -1.1250)
H (-1.8635, 2.8408, -4.1832)
H (-2.9596, 4.0319, -2.9948)
H (-3.6832, 2.2491, -3.5710)
Br (-1.2008, -4.2596, 6.1704)
C (-2.1076, -3.7236, 4.5924)
C (-3.1430, -4.5078, 4.1064)
N (-3.8012, -4.2131, 2.9906)
C (-3.4292, -3.1171, 2.3304)
C (-2.4125, -2.2685, 2.7515)
C (-1.7339, -2.5764, 3.9218)
C (-2.0418, -1.0338, 1.9455)
O (-2.5131, -0.9405, 0.7924)
O (-1.2474, -0.2380, 2.4919)
H (-3.4464, -5.4009, 4.6414)
H (-3.9558, -2.8853, 1.4130)
H (-0.9404, -1.9282, 4.2699)

Mulliken population analysis, charges in e, atoms 1 to 6: 1.1087 -0.1723 0.5578 -0.2470 -0.2429 1.1972

***

--- two ---
Molecular formula: C25H24BBrCrF6N3O8S4
Method: DFT, wB97M-V/def2-TZVPD

Properties
spin multiplicity: 5
gap between HOMO and LUMO (alpha / beta): 8.22 / 8.66 eV
net charge: -1
LUMO energy (alpha / beta): 0.0768 / 0.0768 hartree
⟨S²⟩: 6.01
E_HOMO (alpha / beta): -6.1269 / -6.5677 eV

CARTESIAN COORDINATES (ANGSTROEM)
Cr (0.1405, 1.1878, 0.3960)
F (2.0042, 3.5945, 0.4632)
C (2.9079, 3.2198, 1.3595)
F (3.1299, 4.2024, 2.2156)
F (4.0468, 2.9766, 0.7333)
S (2.1901, 1.7753, 2.4223)
O (1.2143, 0.6897, 2.0682)
O (3.1302, 1.4999, 3.4588)
N (1.0925, 2.9142, 2.9653)
S (-0.3912, 2.4545, 3.0754)
O (-1.0683, 2.3218, 1.7527)
O (-0.7420, 1.4500, 4.0462)
C (-1.1616, 3.9865, 3.7133)
F (-0.7142, 4.2674, 4.9350)
F (-2.4797, 3.7943, 3.7776)
F (-0.9236, 5.0273, 2.9207)
O (-1.3726, -0.5542, 1.3321)
S (-1.3009, -1.4432, 2.5380)
C (-2.1764, -2.9755, 2.1252)
C (-2.0721, -3.4318, 0.6786)
C (-3.0950, -2.7721, -0.2382)
C (-2.7993, -3.0452, -1.7085)
S (-1.6805, -1.8441, -2.4695)
O (-0.6155, -1.5552, -1.4645)
C (-2.8262, -0.4762, -2.5105)
C (-3.5921, -0.3230, -3.6587)
C (-4.4887, 0.7320, -3.7395)
C (-4.5950, 1.6309, -2.6847)
C (-3.8137, 1.4733, -1.5487)
C (-2.9244, 0.4124, -1.4536)
C (0.3470, -2.1411, 2.5531)
C (0.8946, -2.4806, 3.7806)
C (2.1890, -2.9817, 3.8287)
C (2.9149, -3.1348, 2.6552)
C (2.3573, -2.7749, 1.4333)
C (1.0686, -2.2678, 1.3754)
H (-3.2168, -2.8070, 2.4182)
H (-1.7430, -3.7059, 2.8110)
H (-2.2190, -4.5159, 0.6620)
H (-1.0738, -3.2363, 0.2861)
H (-3.1084, -1.6985, -0.0403)
H (-4.0939, -3.1550, -0.0103)
H (-3.6981, -3.0170, -2.3279)
H (-2.3145, -4.0158, -1.8447)
H (-3.4723, -1.0117, -4.4889)
H (-5.0810, 0.8700, -4.6353)
H (-5.2748, 2.4698, -2.7586)
H (-3.8699, 2.1905, -0.7405)
H (-2.2880, 0.3012, -0.5843)
H (0.3238, -2.3214, 4.6886)
H (2.6372, -3.2293, 4.7825)
H (3.9277, -3.5162, 2.6934)
H (2.9360, -2.8719, 0.5232)
H (0.6467, -1.9167, 0.4374)
B (-1.9323, 3.4342, -3.1774)
C (-1.2042, 2.6638, -2.0032)
N (-0.7041, 2.0724, -1.1462)
H (-2.1824, 2.6121, -4.0427)
H (-1.1768, 4.2980, -3.5856)
H (-2.9546, 3.9117, -2.7149)
Br (4.0956, -0.0839, -5.4757)
C (4.5278, -0.0996, -3.6327)
C (5.8146, -0.4251, -3.2380)
N (6.1836, -0.4707, -1.9607)
C (5.2660, -0.1650, -1.0411)
C (3.9646, 0.1909, -1.3554)
C (3.5752, 0.2138, -2.6831)
C (2.9866, 0.5680, -0.2697)
O (3.4264, 0.6254, 0.8929)
O (1.8015, 0.8128, -0.6437)
H (6.5742, -0.6501, -3.9777)
H (5.5699, -0.1998, -0.0026)
H (2.5558, 0.4693, -2.9410)

Mulliken population analysis, charges in e, atoms 1 to 6: 1.6108 -0.2311 0.4216 -0.2009 -0.2319 1.6165

***

Stability check: which of them is most stable? one.